Formula: C4H8OS
Source: the Open Molecules 2025 dataset
Level of theory: ωB97M-V/def2-TZVPD

The calculation puts the HOMO-LUMO gap at 10.0 eV. For the energy above the lowest of the compared OMol25 structures with the same formula, charge and spin, the calculation gives 108.8 kcal/mol. The calculation puts the HOMO energy at -9.38 eV. As for the SMILES: SCC[C@H]1CO1. Its charge is 0. Its total energy is -17155.733 eV. The value obtained for the molar mass is 104.17 g mol⁻¹. The spin multiplicity is 1.

Each atom is followed by the atoms it is bonded to, with distances in Å.
Cartesian coordinates (Å):
1 C -1.50148 0.85076 0.15014  C2 1.568, H6 1.070, H7 1.019, S14 1.830
2 C 0.01850 0.81413 -0.23496  C1 1.568, C3 1.575, H8 1.169, H9 1.201
3 C 1.09651 0.06364 0.63346  C2 1.575, C4 1.415, H10 1.222, O13 1.420
4 C 1.57359 -1.10350 -0.00803  C3 1.415, H11 1.251, H12 1.102, O13 1.237
5 H -1.67003 -1.27584 -1.16248  S14 1.588
6 H -1.60740 1.13764 1.17585  C1 1.070
7 H -1.89957 1.61586 -0.39304  C1 1.019
8 H 0.46297 1.85893 -0.51198  C2 1.169
9 H -0.33687 0.22477 -1.21922  C2 1.201
10 H 1.20315 0.27522 1.83252  C3 1.222
11 H 1.63989 -2.27396 0.42810  C4 1.251
12 H 0.97472 -1.24931 -0.92111  C4 1.102
13 O 2.36298 -0.15146 0.02784  C3 1.420, C4 1.237
14 S -2.31695 -0.78688 0.20293  C1 1.830, H5 1.588